No. 1
{"formula": "C22H42NP3SV", "method": "ωB97M-V with the def2-TZVPD basis set", "s2": 0.834, "homo_lumo_gap_ev": [3.55, 4.03], "e_lumo_ev": [-15.35, -14.87], "homo_ev": [-18.9053, -18.8953], "charge": 4, "multiplicity": 2, "species": ["V", "P", "P", "P", "H", "C", "C", "H", "C", "C", "C", "C", "C", "C", "C", "C", "C", "H", "H", "H", "H", "H", "H", "H", "H", "H", "H", "H", "H", "H", "H", "H", "H", "H", "H", "H", "H", "H", "H", "H", "H", "H", "H", "H", "H", "H", "C", "C", "C", "C", "C", "C", "S", "H", "H", "H", "H", "H", "H", "C", "C", "C", "N", "C", "C", "H", "H", "H", "H", "H"], "positions_angstrom": [[0.348, -0.156, 0.120], [0.067, -2.684, -0.005], [1.978, 0.369, -1.584], [-1.270, -0.254, -1.709], [-0.051, 0.889, 2.547], [-0.883, 0.217, 2.288], [-0.634, -1.178, 2.233], [0.186, -1.537, 2.884], [0.772, -3.762, 1.321], [0.941, -3.397, -1.471], [-1.596, -3.484, -0.132], [2.166, 2.181, -1.369], [3.742, -0.161, -1.512], [1.778, 0.192, -3.401], [-2.968, -0.532, -1.041], [-1.233, -1.415, -3.146], [-1.551, 1.326, -2.632], [-1.857, 0.575, 2.674], [-1.467, -1.900, 2.119], [0.579, -3.322, 2.302], [1.857, -3.869, 1.211], [0.307, -4.754, 1.248], [1.979, -3.048, -1.548], [0.441, -3.126, -2.412], [0.934, -4.488, -1.314], [-2.326, -2.922, 0.470], [-1.489, -4.497, 0.292], [-1.942, -3.561, -1.177], [2.919, 2.525, -2.097], [2.537, 2.372, -0.350], [1.199, 2.692, -1.510], [4.301, 0.309, -2.336], [3.797, -1.247, -1.645], [4.170, 0.069, -0.528], [2.733, 0.484, -3.863], [0.969, 0.824, -3.783], [1.562, -0.856, -3.645], [-3.602, 0.287, -1.407], [-2.965, -0.513, 0.056], [-3.361, -1.494, -1.396], [-1.998, -1.085, -3.863], [-1.451, -2.455, -2.877], [-0.276, -1.376, -3.674], [-2.549, 1.692, -2.346], [-1.511, 1.149, -3.718], [-0.802, 2.086, -2.364], [-2.656, 3.637, 1.326], [-2.677, 4.920, 0.741], [-3.690, 5.838, 1.056], [-4.666, 5.554, 2.021], [-4.581, 4.342, 2.708], [-3.596, 3.404, 2.353], [-1.617, 2.340, 0.598], [-0.254, 2.553, 0.844], [-1.918, 5.112, -0.021], [-3.711, 6.790, 0.525], [-5.460, 6.272, 2.227], [-5.305, 4.137, 3.499], [-3.561, 2.450, 2.872], [4.572, -1.691, 2.700], [4.161, -2.284, 1.510], [3.025, -1.799, 0.861], [2.262, -0.795, 1.318], [2.588, -0.286, 2.528], [3.751, -0.681, 3.215], [5.509, -1.964, 3.188], [4.723, -3.083, 1.039], [2.751, -2.248, -0.095], [1.900, 0.466, 2.937], [3.974, -0.151, 4.138]]}

***

No. 2
{"formula": "C22H43CuF6NO10", "method": "ωB97M-V with the def2-TZVPD basis set", "s2": 2.016, "homo_lumo_gap_ev": [9.81, 5.33], "e_lumo_ev": [-1.70, -6.17], "homo_ev": [-11.5041, -11.5039], "charge": 1, "multiplicity": 3, "species": ["Cu", "C", "O", "O", "C", "F", "F", "F", "C", "C", "H", "H", "H", "H", "H", "H", "C", "O", "O", "C", "F", "F", "F", "C", "C", "H", "H", "H", "H", "H", "H", "C", "C", "N", "H", "H", "H", "C", "O", "C", "C", "O", "C", "C", "O", "C", "H", "H", "H", "H", "H", "H", "H", "H", "H", "H", "H", "H", "H", "H", "C", "O", "C", "C", "O", "C", "C", "O", "C", "H", "H", "H", "H", "H", "H", "H", "H", "H", "H", "H", "H", "H", "H"], "positions_angstrom": [[-0.904, -0.302, -0.242], [-4.090, -0.210, -1.762], [-5.075, -0.101, -0.763], [-2.832, 0.093, -1.212], [-4.275, -1.592, -2.578], [-3.824, -2.686, -2.011], [-5.598, -1.814, -2.626], [-3.793, -1.575, -3.818], [-5.613, 1.213, -0.529], [-6.923, 1.046, 0.223], [-6.758, 0.491, 1.146], [-7.312, 2.012, 0.547], [-7.637, 0.486, -0.380], [-5.881, 1.767, -1.429], [-4.897, 1.729, 0.111], [-4.336, 0.576, -2.476], [1.581, -0.332, 2.202], [2.418, 0.795, 1.823], [0.883, -0.738, 1.001], [2.400, -1.362, 3.077], [1.783, -2.547, 3.179], [3.689, -1.612, 2.769], [2.394, -0.936, 4.386], [2.747, 1.768, 2.840], [3.679, 2.738, 2.278], [4.605, 2.211, 2.051], [3.325, 3.175, 1.344], [3.938, 3.579, 2.921], [3.266, 1.411, 3.730], [1.829, 2.268, 3.150], [0.810, 0.172, 2.785], [-1.164, -5.150, -1.657], [-1.064, -3.727, -1.188], [-0.929, -2.650, -0.831], [-1.764, -5.104, -2.566], [-1.580, -5.721, -0.828], [-0.207, -5.588, -1.942], [1.160, 2.324, -0.882], [-0.148, 1.910, -0.425], [-0.648, 2.726, 0.628], [-2.024, 2.248, 1.178], [-1.853, 0.886, 1.460], [-2.788, 0.432, 2.422], [-2.273, -0.928, 2.981], [-2.139, -1.805, 1.827], [-1.776, -3.143, 2.273], [1.803, 2.534, -0.028], [1.075, 3.285, -1.390], [1.722, 1.650, -1.528], [-0.774, 3.770, 0.341], [0.031, 2.675, 1.479], [-2.697, 2.355, 0.328], [-2.281, 2.880, 2.028], [-3.695, 0.415, 1.816], [-3.055, 1.073, 3.262], [-2.992, -1.234, 3.742], [-1.274, -0.772, 3.388], [-1.696, -3.812, 1.416], [-2.591, -3.496, 2.905], [-0.820, -3.102, 2.795], [6.496, 2.186, -0.104], [6.149, 1.040, -0.903], [4.822, 0.540, -0.437], [4.375, -0.536, -1.462], [3.700, 0.061, -2.557], [2.871, -0.713, -3.378], [1.574, -1.327, -2.708], [0.540, -0.398, -2.380], [-0.030, 0.199, -3.566], [7.362, 2.704, -0.518], [6.744, 1.735, 0.857], [5.671, 2.898, -0.099], [4.160, 1.399, -0.540], [4.869, 0.259, 0.615], [3.738, -1.228, -0.911], [5.262, -1.088, -1.773], [3.501, -1.448, -3.879], [2.579, -0.060, -4.201], [1.888, -1.743, -1.751], [1.149, -2.120, -3.324], [0.603, 0.979, -3.989], [-1.043, 0.560, -3.388], [-0.139, -0.555, -4.346]]}

***

No. 3
{"formula": "C22H43F2N5O6P", "method": "ωB97M-V with the def2-TZVPD basis set", "homo_lumo_gap_ev": 8.05, "smiles": "CCCO[C@]1(C[C@@H](C)F)NC(N(CCCO)CCCCN(C)C(C)=O)=[N+](CC(=O)F)[C@@]1(C)P(=N)(O)O", "e_lumo_ev": -3.73, "homo_ev": -11.7764, "charge": 1, "species": ["C", "C", "C", "O", "C", "C", "C", "C", "F", "N", "C", "N", "C", "C", "C", "O", "C", "C", "C", "C", "N", "C", "C", "C", "O", "N", "C", "C", "O", "F", "C", "C", "P", "N", "O", "O", "H", "H", "H", "H", "H", "H", "H", "H", "H", "H", "H", "H", "H", "H", "H", "H", "H", "H", "H", "H", "H", "H", "H", "H", "H", "H", "H", "H", "H", "H", "H", "H", "H", "H", "H", "H", "H", "H", "H", "H", "H", "H", "H"], "positions_angstrom": [[-2.631, -1.109, 4.131], [-1.080, -1.295, 4.034], [-0.715, -2.510, 3.147], [0.485, -2.392, 2.384], [0.374, -1.729, 1.153], [1.557, -0.747, 1.042], [1.641, 0.328, 2.146], [0.561, 1.419, 2.121], [1.796, -0.210, 3.410], [-0.838, -0.989, 0.779], [-0.835, -1.107, -0.673], [-1.022, -0.180, -1.519], [-0.972, -0.513, -2.963], [-1.650, 0.514, -3.892], [-3.195, 0.444, -3.806], [-3.820, 1.364, -4.681], [-1.238, 1.233, -1.115], [0.034, 2.027, -1.539], [-0.054, 3.548, -1.269], [1.390, 4.151, -1.297], [2.141, 3.943, -0.063], [3.578, 3.649, -0.274], [1.948, 5.007, 0.872], [2.117, 4.654, 2.358], [1.706, 6.123, 0.582], [-0.570, -2.460, -0.935], [-1.670, -3.308, -1.348], [-2.723, -3.552, -0.251], [-3.518, -2.759, -0.018], [-2.767, -4.692, 0.434], [0.422, -2.935, 0.070], [0.317, -4.382, 0.592], [2.001, -3.048, -0.972], [3.265, -3.393, -0.160], [2.241, -1.663, -1.814], [1.702, -4.202, -2.113], [-3.142, -1.359, 3.188], [-2.844, -0.044, 4.315], [-3.062, -1.652, 4.979], [-0.678, -0.343, 3.689], [-0.725, -1.522, 5.046], [-1.601, -2.800, 2.544], [-0.559, -3.363, 3.824], [2.497, -1.316, 1.094], [1.601, -0.215, 0.079], [2.589, 0.864, 1.961], [-0.462, 1.040, 2.201], [0.717, 2.093, 1.271], [0.738, 2.030, 3.018], [-1.753, -1.413, 0.965], [0.061, -0.647, -3.312], [-1.465, -1.473, -3.160], [-1.398, 0.205, -4.920], [-1.282, 1.540, -3.793], [-3.545, -0.565, -4.069], [-3.550, 0.641, -2.776], [-3.948, 2.187, -4.193], [-1.318, 1.319, -0.026], [-2.164, 1.640, -1.533], [0.353, 1.794, -2.564], [0.851, 1.643, -0.902], [-0.558, 4.006, -2.135], [-0.589, 3.771, -0.336], [1.883, 3.652, -2.145], [1.283, 5.208, -1.587], [3.829, 3.412, -1.311], [3.825, 2.747, 0.316], [4.239, 4.439, 0.110], [1.139, 4.454, 2.812], [2.682, 3.708, 2.435], [2.682, 5.421, 2.893], [-1.274, -4.280, -1.677], [-2.220, -2.924, -2.215], [0.203, -5.064, -0.261], [1.260, -4.663, 1.069], [-0.494, -4.540, 1.311], [3.034, -3.465, 0.829], [1.780, -1.654, -2.667], [1.405, -3.737, -2.914]]}

***

Number 1: total energy -89328.848 eV. Number 2: total energy -106406.731 eV. Number 3: total energy -57963.434 eV.